C26H24Cl2F6GeMoNO9S2 | ωB97M-V/def2-TZVPD

Last column: Löwdin charge in e.
Atoms and positions in Å:
Mo -0.40070 -0.04436 0.06467  1.500
C 3.83327 1.39682 1.75904  -0.007
C 3.17647 0.90976 0.47014  -0.535
C 4.19716 0.76647 -0.65235  -0.012
O 2.59045 -0.37219 0.65672  -0.088
C 2.12423 1.95879 0.04138  -0.582
O 2.45504 3.10828 -0.18479  0.069
O 0.94501 1.48226 -0.13939  -0.202
H 4.66053 0.73364 2.02180  0.088
H 3.11301 1.41170 2.58019  0.079
H 4.20916 2.40879 1.62118  0.091
H 5.00779 0.11616 -0.31955  0.084
H 4.59653 1.73942 -0.93249  0.088
H 3.72635 0.31590 -1.52695  0.089
H 2.31922 -0.45910 1.57893  0.031
F -0.21896 0.38024 5.59225  0.135
C -1.09092 0.65692 4.61714  -0.679
F -1.90681 1.61805 5.03870  0.144
F -1.80370 -0.43349 4.36316  0.150
S -0.17000 1.21407 3.11758  0.591
O 0.66060 0.08676 2.76047  -0.327
O 0.42624 2.45265 3.49264  -0.245
N -1.27066 1.25994 1.97726  -0.377
S -2.36265 2.37311 1.54871  0.605
O -2.44992 2.27086 0.12292  -0.297
O -3.53327 2.30261 2.36636  -0.269
C -1.67828 4.06268 1.88217  -0.689
F -1.60532 4.30052 3.18853  0.137
F -0.49648 4.22792 1.32085  0.163
F -2.53749 4.93998 1.35244  0.134
C -0.62084 -0.57243 -1.53987  -0.410
Ge -1.84014 -1.40293 -2.78078  0.912
C -3.61648 -0.65904 -2.50685  -0.268
C -4.21703 0.16812 -3.45267  -0.108
C -5.44859 0.76101 -3.20531  -0.093
C -6.09153 0.54508 -1.99753  -0.094
C -5.49732 -0.26010 -1.03778  -0.077
C -4.27222 -0.85693 -1.29003  -0.109
C -1.74723 -3.29907 -2.29708  -0.262
C -0.52682 -3.95676 -2.45608  -0.111
C -0.37575 -5.28628 -2.09664  -0.111
C -1.44516 -5.98365 -1.54979  -0.099
C -2.66212 -5.34503 -1.38059  -0.087
C -2.81023 -4.01581 -1.75793  -0.098
C -1.21733 -1.22442 -4.62266  -0.279
C -2.03260 -1.52193 -5.71480  -0.117
C -1.54474 -1.45762 -7.01164  -0.098
C -0.22293 -1.10003 -7.23822  -0.102
C 0.60278 -0.80756 -6.16388  -0.092
C 0.10627 -0.86766 -4.86896  -0.110
H -3.71434 0.38283 -4.38862  0.091
H -5.89466 1.40523 -3.95313  0.097
H -7.04426 1.01831 -1.79520  0.098
H -5.97338 -0.40752 -0.07673  0.106
H -3.81823 -1.45992 -0.51349  0.079
H 0.32493 -3.42618 -2.87124  0.101
H 0.57725 -5.78058 -2.24627  0.099
H -1.32906 -7.01998 -1.25698  0.097
H -3.50097 -5.87675 -0.94931  0.100
H -3.77358 -3.53948 -1.62057  0.092
H -3.06281 -1.82454 -5.55918  0.100
H -2.19625 -1.68819 -7.84560  0.097
H 0.16145 -1.04892 -8.24947  0.096
H 1.63452 -0.52497 -6.33279  0.100
H 0.75492 -0.61083 -4.03775  0.092
O -1.51812 -1.38279 0.82431  -0.509
O -2.27274 -2.28610 1.32604  -0.096
Cl 3.49795 -4.91462 1.19891  0.482
C 1.93223 -4.44463 0.47934  -1.019
Cl 1.15323 -3.11859 1.32614  0.605
H 1.28761 -5.31474 0.51356  0.016
H 2.12835 -4.14573 -0.54378  0.018

Values from the calculation:
HOMO (spin up / spin down): -5.4 / -6.4 eV
LUMO level (spin up / spin down): 2.35 / 1.81 eV
DFT total energy: -168658.0947 eV
ΔE to the lowest compared entry with this formula, charge and spin: 146.8 kJ/mol
Spin multiplicity: 3
Net charge: -1